Model i:
A molecular structure, C4H7NO2S2, computed with ωB97M-V/def2-TZVPD.

## Properties
HOMO level (eV): -9.17
Gap between HOMO and LUMO (eV): 9.526
Lowest unoccupied orbital energy (eV): 0.36

Structure (ORCA input):
```
! RIJCOSX wB97M-V def2-TZVPD def2/J DEFGRID3
* xyz 0 1
C 1.51 -1.04 -0.12
C 0.53 -0.68 -1.18
C 0.08 0.58 0.94
C -0.89 0.07 -0.12
N 1.08 -0.46 1.01
O 2.41 -1.83 -0.18
O -1.67 0.92 -0.74
S 0.85 2.17 0.48
S -1.88 -1.09 0.86
H 0.78 0.18 -1.60
H 0.16 -1.42 -1.89
H -0.28 0.86 1.95
H 1.50 -0.56 1.93
H -2.30 0.56 -1.36
H 0.94 1.99 -0.89
H -2.80 -0.24 0.91
*
```

Now the Löwdin charges, all in e: number 1, C, carries -0.55; number 2, C, carries 0.07; number 3, C, carries -0.70; number 4, C, carries -0.79; number 5, N, carries 0.03; number 6, O, carries 0.09; number 7, O, carries -0.03; number 8, S, carries 0.78; number 9, S, carries 0.86; number 10, H, carries 0.02; number 11, H, carries 0.12; number 12, H, carries 0.10; number 13, H, carries 0.17; number 14, H, carries 0.12; number 15, H, carries -0.11; number 16, H, carries -0.17

---

Model ii:
A single C4H7NO2S2 molecule, computed with ωB97M-V/def2-TZVPD.

## Properties
HOMO level (eV): -6.98
Gap between HOMO and LUMO (eV): 4.670
Lowest unoccupied orbital energy (eV): -2.31

Structure (ORCA input):
```
! RIJCOSX wB97M-V def2-TZVPD def2/J DEFGRID3
* xyz 0 1
C 0.57 -0.87 0.26
C -0.07 1.40 -0.55
C 2.01 -0.70 0.09
C -1.69 -0.15 0.43
N -0.33 0.11 0.02
O 0.24 -2.00 0.66
O 2.72 -1.79 0.38
S 0.52 2.61 0.68
S 2.88 0.73 -0.26
H 0.67 1.33 -1.35
H -1.01 1.79 -0.96
H -2.29 -0.52 -0.41
H -1.68 -0.92 1.21
H -2.12 0.77 0.82
H 2.03 -2.46 0.63
H 4.07 0.16 -0.05
*
```

Now the Löwdin charges, all in e: number 1, C, carries -0.45; number 2, C, carries -0.72; number 3, C, carries -0.51; number 4, C, carries -0.02; number 5, N, carries -0.14; number 6, O, carries 0.03; number 7, O, carries 0.06; number 8, S, carries 0.28; number 9, S, carries 1.01; number 10, H, carries 0.03; number 11, H, carries 0.06; number 12, H, carries 0.11; number 13, H, carries 0.09; number 14, H, carries 0.10; number 15, H, carries 0.13; number 16, H, carries -0.06

---

Model iii:
A molecular structure, C4H7NO2S2, computed with ωB97M-V/def2-TZVPD.

## Properties
HOMO level (eV): -9.06
Gap between HOMO and LUMO (eV): 9.737
Lowest unoccupied orbital energy (eV): 0.67

Structure (ORCA input):
```
! RIJCOSX wB97M-V def2-TZVPD def2/J DEFGRID3
* xyz 0 1
C 0.76 0.51 1.27
C -0.22 -0.44 1.95
C -0.48 -0.51 -1.90
C 0.36 -0.84 -0.67
N 0.61 0.48 -0.13
O 0.24 2.18 -2.00
O -1.75 1.52 -0.76
S -0.34 -1.80 0.71
S -0.44 1.22 -1.21
H 0.94 1.53 1.76
H 1.74 0.21 1.37
H 0.03 -0.96 2.84
H -1.17 -0.08 2.22
H -0.02 -0.92 -2.73
H -1.54 -0.61 -1.71
H 1.29 -1.48 -1.04
*
```

Now the Löwdin charges, all in e: number 1, C, carries -0.25; number 2, C, carries -0.39; number 3, C, carries -0.14; number 4, C, carries -0.66; number 5, N, carries -0.24; number 6, O, carries -0.28; number 7, O, carries -0.27; number 8, S, carries 0.90; number 9, S, carries 0.66; number 10, H, carries 0.16; number 11, H, carries 0.09; number 12, H, carries 0.05; number 13, H, carries 0.05; number 14, H, carries 0.08; number 15, H, carries 0.09; number 16, H, carries 0.14

---

Most stable = model i

---

Model i:
2 unconnected molecules or ions with the total composition C3H6N4O2, computed with ωB97M-V/def2-TZVPD.

## Properties
HOMO level (spin up / spin down) (eV): -9.07 / -8.78
Gap between HOMO and LUMO (spin up / spin down) (eV): 8.501 / 7.960
Lowest unoccupied orbital energy (spin up / spin down) (eV): -0.57 / -0.82

Structure (ORCA input):
```
! RIJCOSX wB97M-V def2-TZVPD def2/J DEFGRID3
* xyz 0 1
C 0.65 0.53 0.08
C -1.24 1.59 0.11
C -1.55 0.03 -0.04
N 0.26 1.70 0.13
N -0.17 -0.48 -0.30
N 0.03 -1.80 -0.09
N 3.11 -0.32 -0.04
O 3.40 -1.41 0.32
O 3.64 0.55 -0.62
H -1.38 2.20 -0.80
H -1.62 2.00 1.08
H -1.77 -0.25 1.07
H -2.34 -0.05 -0.82
H -0.44 -2.02 0.81
H -0.59 -2.29 -0.88
*
```

Now the Löwdin charges, all in e: number 1, C, carries -0.15; number 2, C, carries -0.17; number 3, C, carries -0.12; number 4, N, carries 0.04; number 5, N, carries -0.26; number 6, N, carries 0.02; number 7, N, carries -0.26; number 8, O, carries 0.09; number 9, O, carries 0.10; number 10, H, carries 0.10; number 11, H, carries 0.11; number 12, H, carries 0.14; number 13, H, carries 0.11; number 14, H, carries 0.08; number 15, H, carries 0.15

---

Model ii:
A single C3H6N4O2 molecule, computed with ωB97M-V/def2-TZVPD.

## Properties
Structure (SMILES): C=NN/C(=N\O)NC=O
HOMO level (eV): -8.67
Gap between HOMO and LUMO (eV): 9.541
Lowest unoccupied orbital energy (eV): 0.87

Structure (ORCA input):
```
! RIJCOSX wB97M-V def2-TZVPD def2/J DEFGRID3
* xyz 0 1
C 0.87 2.50 -0.04
N 0.83 1.25 -0.23
N -0.30 0.58 0.13
C -0.60 -0.71 -0.11
N -1.78 -1.13 0.04
O -2.62 -0.06 0.51
N 0.38 -1.60 -0.54
C 1.65 -1.68 0.08
O 2.06 -1.00 0.96
H 1.80 2.94 -0.39
H 0.09 3.15 0.37
H -1.11 1.11 0.38
H -3.43 -0.41 0.13
H -0.06 -2.45 -0.85
H 2.22 -2.50 -0.41
*
```

Now the Löwdin charges, all in e: number 1, C, carries -0.03; number 2, N, carries -0.01; number 3, N, carries 0.04; number 4, C, carries -0.43; number 5, N, carries 0.04; number 6, O, carries -0.08; number 7, N, carries 0.12; number 8, C, carries -0.32; number 9, O, carries 0.07; number 10, H, carries 0.06; number 11, H, carries 0.08; number 12, H, carries 0.12; number 13, H, carries 0.08; number 14, H, carries 0.13; number 15, H, carries 0.13

---

Most stable = model ii

---

Model i:
A single C5H9ClOS molecule, computed with ωB97M-V/def2-TZVPD.

## Properties
Structure (SMILES): CSCO/C(C)=C\Cl
HOMO level (eV): -8.76
Gap between HOMO and LUMO (eV): 9.581
Lowest unoccupied orbital energy (eV): 0.83

Structure (ORCA input):
```
! RIJCOSX wB97M-V def2-TZVPD def2/J DEFGRID3
* xyz 0 1
C 1.28 2.25 1.37
S 2.36 1.23 0.33
C 1.18 0.39 -0.77
O 0.65 -0.71 -0.08
C -0.66 -1.07 -0.34
C -1.31 -1.79 0.76
C -1.27 -0.99 -1.56
Cl -0.70 -0.56 -3.13
H 1.79 3.11 1.72
H 0.79 1.71 2.24
H 0.42 2.59 0.78
H 0.42 1.11 -1.14
H 1.73 0.01 -1.62
H -1.44 -1.10 1.60
H -2.28 -2.21 0.48
H -0.62 -2.65 1.00
H -2.31 -1.32 -1.62
*
```

Now the Löwdin charges, all in e: number 1, C, carries -0.43; number 2, S, carries 0.83; number 3, C, carries -0.54; number 4, O, carries -0.13; number 5, C, carries -0.42; number 6, C, carries -0.03; number 7, C, carries -0.52; number 8, Cl, carries 0.62; number 9, H, carries 0.01; number 10, H, carries 0.06; number 11, H, carries 0.03; number 12, H, carries 0.09; number 13, H, carries 0.07; number 14, H, carries 0.09; number 15, H, carries 0.09; number 16, H, carries 0.12; number 17, H, carries 0.07

---

Model ii:
A molecular structure, C5H9ClOS, computed with ωB97M-V/def2-TZVPD.

## Properties
HOMO level (eV): -9.11
Gap between HOMO and LUMO (eV): 8.801
Lowest unoccupied orbital energy (eV): -0.31

Structure (ORCA input):
```
! RIJCOSX wB97M-V def2-TZVPD def2/J DEFGRID3
* xyz 0 1
C -2.10 1.65 -0.19
C -0.79 1.00 0.01
C -0.69 -0.35 -0.09
C 0.53 -1.25 0.32
C 1.76 -0.71 0.68
H -2.22 1.97 -1.41
H -1.98 2.60 0.68
H -3.05 0.87 0.03
H 0.03 1.46 0.55
H 0.23 -1.71 1.33
H 1.62 -1.70 -1.12
H 1.74 0.01 1.67
H 2.45 -1.64 0.84
H 1.20 0.73 -1.68
O 0.72 -2.19 -0.68
S 2.65 0.49 -0.58
Cl -2.10 -1.24 -0.37
*
```

Now the Löwdin charges, all in e: number 1, C, carries -0.19; number 2, C, carries -0.30; number 3, C, carries -0.66; number 4, C, carries -0.64; number 5, C, carries -0.52; number 6, H, carries 0.14; number 7, H, carries 0.14; number 8, H, carries 0.07; number 9, H, carries 0.09; number 10, H, carries 0.17; number 11, H, carries 0.14; number 12, H, carries 0.13; number 13, H, carries 0.13; number 14, H, carries 0.11; number 15, O, carries -0.10; number 16, S, carries 0.53; number 17, Cl, carries 0.77

---

Most stable = model i

---

Model i:
2 unconnected molecules or ions with the total composition C5H14NO2, computed with ωB97M-V/def2-TZVPD.

## Properties
HOMO level (eV): -14.59
Gap between HOMO and LUMO (eV): 11.181
Lowest unoccupied orbital energy (eV): -3.41

Structure (ORCA input):
```
! RIJCOSX wB97M-V def2-TZVPD def2/J DEFGRID3
* xyz 1 1
O -2.74 0.00 0.79
C -1.76 -0.27 0.13
C -0.89 0.86 -0.39
C 0.41 1.00 0.40
C 1.15 -0.39 0.41
C 2.66 -0.22 0.30
N -1.78 2.11 -0.35
H -1.35 -1.28 0.18
H -0.63 0.75 -1.44
H 0.20 1.23 1.45
H 1.03 1.73 -0.10
H 0.85 -0.89 1.33
H 0.69 -1.04 -0.32
H 3.05 -0.25 -0.71
H 3.20 -0.98 0.85
H 2.95 0.74 0.74
H -1.65 2.63 -1.22
H -2.75 1.81 -0.27
H -1.57 2.73 0.43
H -1.10 -3.58 -0.51
H 0.39 -3.64 -0.95
O -0.35 -3.03 -0.76
*
```

Now the Löwdin charges, all in e: number 1, O, carries 0.09; number 2, C, carries -0.16; number 3, C, carries -0.23; number 4, C, carries -0.14; number 5, C, carries -0.24; number 6, C, carries -0.08; number 7, N, carries 0.23; number 8, H, carries 0.11; number 9, H, carries 0.17; number 10, H, carries 0.13; number 11, H, carries 0.12; number 12, H, carries 0.12; number 13, H, carries 0.07; number 14, H, carries 0.08; number 15, H, carries 0.08; number 16, H, carries 0.08; number 17, H, carries 0.17; number 18, H, carries 0.15; number 19, H, carries 0.18; number 20, H, carries 0.06; number 21, H, carries 0.07; number 22, O, carries -0.07

---

Model ii:
A gas-phase ion, C5H14NO2 (charge +1), computed with ωB97M-V/def2-TZVPD.

## Properties
Structure (SMILES): C[NH2+]C(C)(OC)OC
HOMO level (eV): -15.09
Gap between HOMO and LUMO (eV): 12.056
Lowest unoccupied orbital energy (eV): -3.04

Structure (ORCA input):
```
! RIJCOSX wB97M-V def2-TZVPD def2/J DEFGRID3
* xyz 1 1
C 2.30 0.83 -0.25
N 1.06 0.46 -0.93
C -0.19 0.01 0.21
C -0.04 1.02 1.27
O 0.05 -1.25 0.67
C -0.16 -2.38 -0.26
O -1.28 0.14 -0.60
C -2.56 0.04 -0.09
H 2.13 0.64 0.74
H 3.15 0.05 -0.52
H 2.43 1.93 -0.37
H 0.55 1.27 -1.43
H 1.12 -0.34 -1.54
H 0.09 2.08 0.76
H -0.81 0.83 2.03
H 0.94 0.91 1.73
H -0.95 -2.99 0.18
H 0.77 -2.85 -0.36
H -0.48 -2.11 -1.30
H -2.87 0.85 0.49
H -2.78 -0.93 0.37
H -3.22 -0.02 -1.02
*
```

Now the Löwdin charges, all in e: number 1, C, carries -0.03; number 2, N, carries 0.08; number 3, C, carries -0.55; number 4, C, carries 0.03; number 5, O, carries -0.04; number 6, C, carries 0.01; number 7, O, carries -0.10; number 8, C, carries -0.05; number 9, H, carries 0.02; number 10, H, carries 0.16; number 11, H, carries 0.13; number 12, H, carries 0.20; number 13, H, carries 0.15; number 14, H, carries 0.16; number 15, H, carries 0.13; number 16, H, carries 0.08; number 17, H, carries 0.11; number 18, H, carries 0.08; number 19, H, carries 0.11; number 20, H, carries 0.08; number 21, H, carries 0.11; number 22, H, carries 0.14

---

Model iii:
3 unconnected molecules or ions with the total composition C5H14NO2, computed with ωB97M-V/def2-TZVPD.

## Properties
HOMO level (eV): -13.65
Gap between HOMO and LUMO (eV): 5.326
Lowest unoccupied orbital energy (eV): -8.33

Structure (ORCA input):
```
! RIJCOSX wB97M-V def2-TZVPD def2/J DEFGRID3
* xyz 1 1
C -2.87 -0.15 -0.43
C -2.10 0.47 0.71
C -0.95 1.29 0.15
C 0.29 0.82 0.39
N 1.36 1.14 -0.46
C 1.72 -0.06 -1.28
H -2.23 -0.34 -1.29
H -3.79 0.35 -0.83
H -3.18 -1.21 -0.27
H -1.63 -0.22 1.42
H -2.75 1.21 1.25
H -1.28 1.99 -0.60
H 0.32 0.04 1.16
H 1.20 1.98 -1.01
H 2.80 -0.16 -1.35
H 1.32 0.09 -2.29
H 4.16 -0.28 2.45
H 3.58 -1.05 1.31
O 3.30 -0.46 2.04
H 0.67 -1.05 -0.71
H 0.19 -2.61 0.02
O -0.13 -1.78 -0.37
*
```

Now the Löwdin charges, all in e: number 1, C, carries -0.11; number 2, C, carries -0.22; number 3, C, carries 0.01; number 4, C, carries -0.12; number 5, N, carries 0.12; number 6, C, carries 0.08; number 7, H, carries 0.07; number 8, H, carries 0.10; number 9, H, carries 0.10; number 10, H, carries 0.11; number 11, H, carries 0.15; number 12, H, carries 0.14; number 13, H, carries 0.14; number 14, H, carries 0.15; number 15, H, carries 0.11; number 16, H, carries 0.10; number 17, H, carries 0.05; number 18, H, carries 0.04; number 19, O, carries -0.07; number 20, H, carries 0.05; number 21, H, carries 0.08; number 22, O, carries -0.07

---

Most stable = model i